Entry 1:
Below is C3H6INO2 in the gas phase at a distorted geometry, with properties calculated with the ωB97M-V functional and the def2-TZVPD basis.

The total charge is 0. The spin multiplicity is 1. Its structure (SMILES) is NC(=O)[C@H](I)CO. Its energy relative to the best compared isomer or geometry (same formula, charge and spin) is 15.77 kcal per mole. The calculation puts the energy at -16893.5696 eV. The gap between HOMO and LUMO is 9.892 eV.

Geometry as XYZ:
```
13
C3H6INO2 | OMol25 | the ωB97M-V functional and the def2-TZVPD basis
N -0.325 -2.197 0.089
C 0.293 -0.985 -0.080
O 1.391 -0.931 -0.518
C -0.523 0.338 0.421
I -2.619 0.090 0.230
C 0.076 1.565 -0.359
O 1.353 1.885 0.008
H -1.189 -2.307 0.519
H 0.375 -3.032 -0.032
H -0.230 0.509 1.561
H -0.027 1.279 -1.365
H -0.654 2.347 -0.005
H 2.078 1.439 -0.470
```

=====

Entry 2:
Below is a molecular structure, C9H23ClN2O9P2S at a distorted geometry, with properties calculated with the ωB97M-V functional and the def2-TZVPD basis.

The total charge is 0. The spin multiplicity is 1. The calculation puts the energy at -73042.1769 eV. The gap between HOMO and LUMO is 8.928 eV.

Geometry as XYZ:
```
47
C9H23ClN2O9P2S | OMol25 | the ωB97M-V functional and the def2-TZVPD basis
C -0.725 -3.208 -1.465
C 0.084 -3.164 -2.809
C 1.599 -2.800 -2.591
C 1.813 -1.358 -2.029
O 0.708 -0.464 -2.341
O 0.032 -0.210 -1.121
P -0.284 1.457 -1.011
O -0.796 1.898 -2.353
O -1.419 1.577 0.205
P -2.378 0.181 0.399
S -3.424 0.420 2.041
O 1.166 2.153 -0.616
C 1.020 3.373 0.109
Cl 1.625 4.819 -0.798
C 1.874 3.225 1.451
C 2.413 1.774 1.661
H -1.472 -4.030 -1.422
H -0.073 -3.334 -0.576
H -1.308 -2.262 -1.414
H 0.017 -4.160 -3.302
H -0.352 -2.451 -3.540
H 2.137 -3.003 -3.534
H 1.989 -3.520 -1.835
H 2.705 -0.898 -2.500
H 1.934 -1.406 -0.929
H -1.600 -0.993 0.565
H -3.312 0.075 -0.675
H -0.014 3.599 0.423
H 2.768 3.881 1.437
H 1.227 3.553 2.288
H 1.570 1.055 1.661
H 3.122 1.452 0.876
H 2.974 1.726 2.620
C -3.785 -7.027 -0.471
N -3.147 -5.690 -0.571
O -2.325 -5.400 0.272
O -3.500 -4.984 -1.497
H -3.379 -7.541 0.393
H -4.855 -6.870 -0.362
H -3.558 -7.566 -1.387
C 0.806 7.036 3.594
N 1.875 6.015 3.464
O 1.804 5.041 4.185
O 2.740 6.225 2.646
H 0.107 6.712 4.357
H 1.281 7.973 3.875
H 0.314 7.120 2.627
```

=====

Entry 3:
Below is a gas-phase ion, C4H8P (charge +1) at a distorted geometry, with properties calculated with the ωB97M-V functional and the def2-TZVPD basis.

The total charge is +1. The spin multiplicity is 1. Its energy relative to the best compared isomer or geometry (same formula, charge and spin) is 84.99 kcal per mole. The calculation puts the energy at -13553.4759 eV. The gap between HOMO and LUMO (alpha / beta) is 6.978 / 7.876 eV.

Geometry as XYZ:
```
13
C4H8P | OMol25 | the ωB97M-V functional and the def2-TZVPD basis
C 0.576 1.050 -0.512
C -2.682 0.461 -0.290
C 1.869 0.405 -0.264
C -0.648 -1.318 0.649
P -0.976 0.340 -0.133
H 0.456 1.985 -1.144
H -3.259 1.334 -0.401
H 2.670 1.009 -0.791
H 1.937 -0.654 -0.473
H 2.167 0.379 0.779
H -0.630 -2.123 -0.057
H -1.511 -1.576 1.142
H 0.032 -1.291 1.495
```

=====

Entry 4:
Below is 9 unconnected molecules or ions with the total composition C41H107N9O9 at a distorted geometry, with properties calculated with the ωB97M-V functional and the def2-TZVPD basis.

The expectation value of S² is 0.75. The total charge is +1. The spin multiplicity is 2. Its energy relative to the best compared isomer or geometry (same formula, charge and spin) is 0.00 kcal per mole. The calculation puts the energy at -76073.5664 eV. The gap between HOMO and LUMO (alpha / beta) is 8.153 / 3.608 eV.

Geometry as XYZ:
```
166
C41H107N9O9 | OMol25 | the ωB97M-V functional and the def2-TZVPD basis
C 0.854 -3.871 7.113
C 1.737 -3.038 6.223
C 1.570 -3.489 4.746
O 2.275 -2.580 3.893
C 2.045 -2.726 2.438
N 1.202 -1.692 6.302
H 0.980 -4.945 6.974
H -0.220 -3.800 6.942
H 0.850 -3.569 8.161
H 2.786 -3.215 6.457
H 0.505 -3.467 4.515
H 1.898 -4.519 4.610
H 0.962 -2.787 2.329
H 2.648 -3.553 2.064
H 2.496 -1.835 2.000
H 1.532 -1.230 5.467
H 1.429 -1.225 7.169
C -4.237 -0.939 4.782
C -2.783 -1.463 4.847
C -1.734 -0.488 4.288
O -2.058 -0.047 2.942
C -2.834 1.156 2.959
N -2.391 -1.921 6.239
H -4.885 -1.553 5.408
H -4.726 -0.886 3.809
H -4.312 0.099 5.105
H -2.816 -2.292 4.141
H -0.823 -1.053 4.093
H -1.532 0.314 4.998
H -2.438 2.006 3.516
H -3.853 0.900 3.247
H -2.924 1.487 1.924
H -2.537 -1.086 6.787
H -1.409 -2.100 6.085
C -1.084 4.094 -0.079
C -1.758 4.266 -1.405
C -3.271 4.481 -1.397
O -3.853 3.575 -0.426
C -5.308 3.679 -0.441
N -1.140 5.345 -2.115
H -0.922 5.048 0.423
H -0.085 3.662 -0.138
H -1.617 3.440 0.612
H -1.628 3.311 -1.913
H -3.522 4.417 -2.456
H -3.536 5.516 -1.177
H -5.553 3.378 -1.460
H -5.754 4.673 -0.423
H -5.950 3.123 0.242
H -1.475 5.283 -3.066
H -0.131 5.296 -2.135
C -1.524 -1.641 -5.297
C -1.381 -0.390 -6.204
C -2.616 -0.067 -7.142
O -3.058 -1.159 -8.019
C -4.016 -0.905 -8.998
N -1.107 0.764 -5.392
H -2.355 -1.623 -4.591
H -0.571 -1.800 -4.793
H -1.660 -2.434 -6.033
H -0.534 -0.453 -6.888
H -2.473 0.839 -7.730
H -3.457 -0.080 -6.449
H -3.520 -0.215 -9.680
H -4.800 -0.361 -8.470
H -4.412 -1.736 -9.581
H -1.361 1.531 -5.998
H -1.782 0.913 -4.655
C 4.306 2.480 -1.562
C 4.547 2.312 -3.061
C 3.888 0.954 -3.537
O 3.929 0.794 -4.959
C 3.150 -0.195 -5.520
N 4.073 3.527 -3.658
H 3.239 2.497 -1.342
H 4.616 3.407 -1.079
H 4.677 1.641 -0.973
H 5.617 2.350 -3.265
H 2.845 1.089 -3.250
H 4.274 0.093 -2.992
H 2.112 -0.151 -5.190
H 3.407 -1.232 -5.307
H 3.213 -0.118 -6.605
H 4.776 4.245 -3.558
H 4.220 3.337 -4.639
C -0.090 0.202 -0.119
C 0.415 -0.375 -1.428
C -0.051 -1.844 -1.603
O 0.485 -2.676 -0.639
C -0.210 -3.876 -0.523
N -0.144 0.517 -2.443
H 0.198 1.253 -0.108
H 0.260 -0.346 0.755
H -1.177 0.139 -0.080
H 1.503 -0.442 -1.460
H 0.233 -2.254 -2.572
H -1.110 -1.685 -1.399
H -0.173 -4.484 -1.427
H -1.266 -3.701 -0.316
H 0.147 -4.452 0.331
H -1.145 0.402 -2.514
H 0.133 0.088 -3.313
C -4.571 -0.958 -2.651
C -4.401 0.363 -1.849
C -4.541 0.158 -0.373
O -5.854 -0.240 -0.114
C -6.115 -0.728 1.164
N -3.131 1.052 -2.178
H -3.784 -1.709 -2.579
H -4.656 -0.739 -3.716
H -5.511 -1.353 -2.266
H -5.280 0.963 -2.085
H -4.353 1.138 0.066
H -3.719 -0.436 0.026
H -6.239 0.003 1.963
H -5.485 -1.588 1.392
H -7.092 -1.189 1.022
H -3.333 1.701 -2.925
H -2.973 1.719 -1.437
C 4.120 -5.399 -0.591
C 3.878 -4.920 -2.105
C 2.488 -5.374 -2.606
O 2.517 -4.997 -3.998
C 1.553 -5.755 -4.857
N 3.955 -3.456 -2.076
H 4.168 -6.488 -0.572
H 3.252 -5.114 0.003
H 5.014 -5.019 -0.095
H 4.656 -5.285 -2.775
H 1.701 -4.802 -2.115
H 2.446 -6.453 -2.457
H 1.347 -5.242 -5.796
H 0.640 -5.815 -4.264
H 1.886 -6.742 -5.180
H 4.068 -3.155 -3.033
H 3.065 -3.090 -1.769
C 2.304 3.380 6.302
C 2.163 2.667 4.905
C 0.925 3.342 4.259
C 0.664 3.055 2.852
C 1.975 3.480 2.107
C 3.289 2.777 2.609
N 3.363 2.923 4.043
O 4.521 2.351 4.634
C 3.304 1.307 2.124
C 4.533 3.527 1.976
C 1.769 1.228 5.274
H 1.384 3.367 6.886
H 2.518 4.449 6.299
H 3.114 2.860 6.815
H -0.028 2.946 4.608
H 0.880 4.402 4.509
H -0.199 3.610 2.484
H 0.621 1.971 2.751
H 2.098 4.557 2.219
H 1.696 3.322 1.065
H 3.625 1.248 1.084
H 4.072 0.788 2.698
H 2.407 0.692 2.200
H 4.109 4.309 1.346
H 5.250 4.003 2.645
H 5.073 2.908 1.259
H 1.755 0.647 4.352
H 0.771 1.218 5.712
H 2.461 0.619 5.856
H 4.926 3.138 5.008
```

=====

Entry 5:
Below is a molecular structure, C26H24NO9PSe2V, with properties calculated with the ωB97M-V functional and the def2-TZVPD basis.

The expectation value of S² is 2.01. The total charge is -1. The spin multiplicity is 3. Its energy relative to the best compared isomer or geometry (same formula, charge and spin) is 0.00 kcal per mole. The calculation puts the energy at -212946.5959 eV. The gap between HOMO and LUMO (alpha / beta) is 7.457 / 7.579 eV.

Geometry as XYZ:
```
64
C26H24NO9PSe2V | OMol25 | the ωB97M-V functional and the def2-TZVPD basis
V -0.101 0.617 -1.089
O 0.022 2.566 -0.278
C -0.815 3.538 -0.880
C -2.139 2.846 -1.120
N -1.947 1.597 -1.886
C -1.729 1.850 -3.315
C -0.243 2.079 -3.617
O 0.073 2.675 -4.633
O 0.550 1.567 -2.744
C -3.034 0.653 -1.599
C -2.784 -0.024 -0.248
O -3.697 -0.606 0.313
O -1.571 0.087 0.173
H 0.650 2.951 0.380
H -0.365 3.899 -1.810
H -0.947 4.387 -0.206
H -2.843 3.505 -1.642
H -2.559 2.576 -0.150
H -2.318 2.696 -3.679
H -2.024 0.962 -3.874
H -3.025 -0.131 -2.355
H -4.015 1.137 -1.602
Se 1.728 3.583 2.233
P 1.243 1.520 2.635
Se 1.536 0.097 1.013
C -0.446 1.409 3.324
C -1.257 0.317 3.046
C -2.541 0.249 3.573
C -3.004 1.259 4.400
C -2.189 2.347 4.694
C -0.918 2.428 4.151
C 2.276 0.890 4.004
C 3.339 1.625 4.510
C 4.111 1.110 5.545
C 3.821 -0.136 6.077
C 2.756 -0.873 5.573
C 1.988 -0.364 4.539
H -0.908 -0.453 2.374
H -3.181 -0.579 3.298
H -4.008 1.211 4.805
H -2.552 3.142 5.335
H -0.291 3.290 4.343
H 3.555 2.598 4.088
H 4.942 1.687 5.933
H 4.422 -0.536 6.884
H 2.526 -1.848 5.984
H 1.165 -0.943 4.138
O 1.385 -0.752 -1.719
C 0.514 -1.406 -2.346
O -0.695 -1.037 -2.264
C 0.893 -2.583 -3.171
C 2.231 -2.932 -3.281
C 2.633 -4.024 -4.053
C 1.639 -4.719 -4.695
O 1.754 -5.839 -5.480
C 0.475 -5.978 -6.091
O -0.461 -5.274 -5.290
C 0.302 -4.371 -4.582
C -0.111 -3.310 -3.825
H 2.960 -2.331 -2.755
H 3.672 -4.309 -4.146
H 0.204 -7.030 -6.128
H 0.506 -5.534 -7.094
H -1.150 -3.031 -3.719
```

=====

Entry 6:
Below is a molecular structure, C3H6F3NO at a distorted geometry, with properties calculated with the ωB97M-V functional and the def2-TZVPD basis.

The total charge is 0. The spin multiplicity is 1. Its energy relative to the best compared isomer or geometry (same formula, charge and spin) is 51.83 kcal per mole. The calculation puts the energy at -14896.4204 eV. The gap between HOMO and LUMO is 9.502 eV.

Geometry as XYZ:
```
14
C3H6F3NO | OMol25 | the ωB97M-V functional and the def2-TZVPD basis
C -0.624 0.787 1.013
C -0.155 -0.592 -0.814
C -1.190 0.525 -2.011
N 0.823 -1.157 -1.485
O 0.290 0.298 0.129
F -0.691 1.714 -2.047
F -1.099 -0.045 -3.229
F -2.464 0.564 -1.685
H -1.614 0.360 0.912
H -0.884 1.883 0.740
H -0.051 0.832 2.013
H -1.015 -1.250 -0.448
H 0.568 -1.836 -2.265
H 1.758 -0.903 -1.721
```

=====

Entry 7:
Below is C5H11NO in the gas phase, with properties calculated with the ωB97M-V functional and the def2-TZVPD basis.

The total charge is 0. The spin multiplicity is 1. Its energy relative to the best compared isomer or geometry (same formula, charge and spin) is 86.44 kcal per mole. The calculation puts the energy at -8897.9490 eV. The gap between HOMO and LUMO (alpha / beta) is 7.757 / 7.759 eV.

Geometry as XYZ:
```
18
C5H11NO | OMol25 | the ωB97M-V functional and the def2-TZVPD basis
C 1.262 -0.268 -1.844
C 1.299 -0.781 -0.445
C 0.852 0.072 1.609
N 0.364 -0.507 0.469
C -1.082 -0.615 0.238
C -1.745 0.757 0.096
O -1.732 1.479 1.297
H 0.300 -0.420 -2.344
H 2.052 -0.730 -2.442
H 1.456 0.819 -1.839
H 2.239 -1.123 -0.029
H 1.736 0.681 1.469
H 0.623 -0.345 2.584
H -1.250 -1.240 -0.645
H -1.516 -1.122 1.108
H -1.252 1.308 -0.723
H -2.795 0.617 -0.186
H -0.812 1.420 1.626
```